Formula: C5H12O
Source: OMol25
Level of theory: the ωB97M-V functional and the def2-TZVPD basis

Structure (XYZ):
```
18
Properties=species:S:1:pos:R:3
C 1.96 -0.37 -0.42
O 1.19 -0.07 0.72
C -0.16 0.03 0.33
C -0.33 1.04 -1.04
C -0.74 -1.35 -0.03
C -0.91 0.64 1.53
H 1.44 0.21 -1.20
H 1.93 -1.43 -0.67
H 2.98 -0.03 -0.23
H 0.23 1.08 -2.01
H -1.33 0.82 -1.40
H -0.25 2.08 -0.69
H -0.32 -1.68 -0.98
H -0.54 -2.14 0.72
H -1.82 -1.27 -0.14
H -1.26 -0.08 2.29
H -0.28 1.37 2.05
H -1.80 1.15 1.15
```

Properties
Electronic energy = -272.88939 hartree
Net charge = 0
LUMO level = 0.965 eV
Structure (SMILES) = COC(C)(C)C

Formula: C8H8N2O
Source: OMol25
Level of theory: the ωB97M-V functional and the def2-TZVPD basis

Structure (XYZ):
```
19
Properties=species:S:1:pos:R:3
C 1.67 1.20 -0.78
C 1.70 -0.32 -0.67
C 0.26 -0.82 -0.29
C -0.20 -2.07 0.14
C -1.56 -2.07 0.44
C -2.27 -0.90 0.81
C -1.69 0.33 0.65
C -0.45 0.44 -0.03
H 1.90 1.60 -1.77
H 2.30 1.64 -0.03
H 2.23 -0.74 -1.58
H 2.38 -0.62 0.23
H 0.47 -2.98 0.10
H -1.98 -3.06 0.64
H -3.27 -1.01 1.37
H -2.24 1.29 0.94
N -0.10 2.74 0.07
N 0.30 1.58 -0.30
O 0.56 3.77 0.05
```

Properties
Electronic energy = -494.28473 hartree
Net charge = 0
LUMO level = 0.478 eV
Structure (SMILES) = O=NN1CCc2ccccc21

Formula: C44H38CoN4O5S3
Source: OMol25
Level of theory: the ωB97M-V functional and the def2-TZVPD basis

Structure (XYZ):
```
95
Properties=species:S:1:pos:R:3
Co -0.63 0.19 0.00
O -0.67 -1.45 3.72
C -0.67 -0.62 2.81
O -0.89 -0.91 1.58
C -0.49 0.86 3.13
C -1.62 1.63 2.43
C -1.74 3.05 2.98
C -0.47 3.71 2.41
C 0.13 2.57 1.58
O -1.06 1.88 1.11
C 0.79 1.54 2.49
C 1.73 0.61 1.71
O 2.74 0.20 2.27
O 1.40 0.37 0.49
H -0.50 0.97 4.21
H -2.55 1.08 2.34
H -1.78 3.04 4.07
H -2.65 3.53 2.60
H 0.22 4.03 3.19
H -0.71 4.57 1.79
H 0.73 2.90 0.74
H 1.40 2.01 3.26
N -0.52 -1.43 -1.10
S 0.54 -2.41 -1.23
N 1.62 -2.22 -2.46
S 1.69 -1.04 -3.44
N 0.50 -0.18 -3.82
S -0.37 1.10 -3.05
N -0.62 1.16 -1.62
C 1.02 2.24 -3.39
C 1.19 2.75 -4.67
C 2.15 3.73 -4.86
C 2.90 4.18 -3.77
C 2.69 3.65 -2.51
C 1.73 2.67 -2.29
C -1.92 0.47 -3.83
C -1.99 -0.40 -4.90
C -3.25 -0.67 -5.44
C -4.38 -0.05 -4.92
C -4.28 0.83 -3.85
C -3.03 1.10 -3.31
C 2.12 -1.83 -4.97
C 1.70 -1.27 -6.17
C 2.08 -1.88 -7.36
C 2.87 -3.02 -7.34
C 3.27 -3.58 -6.13
C 2.89 -2.98 -4.93
C 3.17 -0.16 -3.00
C 3.94 0.45 -3.98
C 5.07 1.15 -3.59
C 5.41 1.23 -2.25
C 4.62 0.63 -1.28
C 3.48 -0.06 -1.65
C 1.64 -2.82 0.10
C 3.01 -3.00 -0.08
C 3.79 -3.29 1.03
C 3.20 -3.39 2.29
C 1.84 -3.24 2.44
C 1.04 -2.96 1.34
C -0.12 -4.02 -1.67
C -1.44 -4.05 -2.10
C -2.01 -5.27 -2.44
C -1.26 -6.44 -2.34
C 0.06 -6.39 -1.91
C 0.64 -5.17 -1.58
H 0.60 2.39 -5.50
H 2.32 4.15 -5.84
H 3.64 4.96 -3.92
H 3.29 4.00 -1.67
H 1.56 2.23 -1.32
H -1.11 -0.89 -5.29
H -3.33 -1.36 -6.26
H -5.35 -0.26 -5.35
H -5.16 1.30 -3.45
H -2.92 1.77 -2.46
H 1.09 -0.39 -6.16
H 1.76 -1.46 -8.31
H 3.17 -3.49 -8.27
H 3.87 -4.48 -6.11
H 3.18 -3.40 -3.98
H 3.67 0.38 -5.03
H 5.69 1.64 -4.34
H 6.30 1.78 -1.95
H 4.87 0.71 -0.23
H 2.84 -0.50 -0.90
H 3.45 -2.90 -1.06
H 4.85 -3.42 0.91
H 3.82 -3.59 3.15
H 1.37 -3.31 3.42
H -0.03 -2.83 1.46
H -2.00 -3.12 -2.14
H -3.03 -5.31 -2.77
H -1.71 -7.39 -2.60
H 0.65 -7.30 -1.84
H 1.66 -5.12 -1.24
```

Properties
Electronic energy = -4871.77879 hartree
⟨S²⟩ = 0.875
Net charge = 0
LUMO level (alpha / beta) = -0.572 / -0.567 eV
2S+1 = 2

Formula: C3H6O3
Source: OMol25
Level of theory: the ωB97M-V functional and the def2-TZVPD basis

Structure (XYZ):
```
12
Properties=species:S:1:pos:R:3
C 2.19 -0.40 -0.02
O 1.01 -0.98 0.64
C -0.12 -0.22 0.34
O 0.09 0.83 -0.21
C -1.84 -0.07 0.24
O -2.34 0.64 -0.86
H 2.04 -0.41 -1.11
H 2.36 0.63 0.28
H 3.07 -1.01 0.23
H -2.28 -1.05 0.14
H -2.06 0.46 1.16
H -2.12 1.58 -0.82
```

Properties
Electronic energy = -343.54436 hartree
Net charge = 0
LUMO level = 0.880 eV
Structure (SMILES) = COC(=O)CO

Formula: C9H8FNO
Source: OMol25
Level of theory: the ωB97M-V functional and the def2-TZVPD basis

Structure (XYZ):
```
20
Properties=species:S:1:pos:R:3
C 0.48 -2.56 0.01
C 0.88 -1.59 -0.87
C -0.34 1.30 0.88
C -0.68 -2.47 0.85
C -0.30 -0.08 0.71
C 0.06 -0.37 -0.72
C 0.18 1.93 -0.31
C 0.23 3.30 -0.41
C -0.98 -1.19 1.31
N 0.46 0.91 -1.25
O -1.79 -0.85 2.31
F -1.30 -0.74 -1.24
H 0.98 -3.60 0.05
H 1.84 -1.73 -1.38
H -0.98 1.94 1.51
H -1.19 -3.40 1.08
H 0.71 3.74 -1.21
H 0.00 3.94 0.48
H 0.78 1.19 -2.17
H -2.21 -1.47 2.83
```

Properties
Electronic energy = -577.50659 hartree
Net charge = 0
LUMO level = -0.475 eV
Structure (SMILES) = C=C1C=C2C(O)=CC=C[C@]2(F)N1

Formula: C2H6FO2V
Source: OMol25
Level of theory: the ωB97M-V functional and the def2-TZVPD basis

Structure (XYZ):
```
12
Properties=species:S:1:pos:R:3
F 4.43 0.27 -1.43
V 4.65 -1.32 -0.73
O 3.56 -1.14 0.88
H 3.37 -1.82 1.54
C 1.49 -1.65 -2.19
O 2.44 -1.59 -1.12
C 2.17 -0.80 -0.02
H 1.75 -0.90 -2.94
H 1.57 -2.66 -2.61
H 0.48 -1.48 -1.78
H 1.18 -1.11 0.33
H 2.04 0.27 0.19
```

Properties
Electronic energy = -1273.82367 hartree
⟨S²⟩ = 3.755
Net charge = +1
LUMO level (alpha / beta) = -4.654 / -4.597 eV
2S+1 = 4

Formula: C2H2N2O2
Source: OMol25
Level of theory: the ωB97M-V functional and the def2-TZVPD basis

Structure (XYZ):
```
8
Properties=species:S:1:pos:R:3
C 1.03 0.19 -1.50
C -0.65 -0.14 -0.06
N 1.69 0.52 -2.36
N -0.14 -0.07 1.28
O -0.23 1.04 1.75
O 0.27 -1.08 1.74
H -1.35 0.56 -0.26
H -0.62 -1.02 -0.59
```

Properties
Electronic energy = -337.14850 hartree
Net charge = 0
LUMO level = -2.872 eV

Q: Look up the electronic energy of the third one.
A: -4871.77879 hartree